Entry 1:
DFT (wB97M-V/def2-TZVPD) results for a structure of composition CH5AuO3.

XYZ file:
```
10
Properties=species:S:1:pos:R:3:forces:R:3:lowdin_spin:R:1
O 1.69957 0.41457 -0.24859 6.760 1.873 0.499 0.262
Au 0.03427 -0.26466 -0.51126 0.658 -3.974 -3.159 0.764
O 2.57217 -0.61494 0.14070 -0.965 0.734 1.275 0.318
H 3.19938 -0.64813 -0.60102 0.891 -0.568 -1.384 0.006
O -1.56972 0.22141 0.03752 -7.588 0.872 1.917 0.984
H 1.90291 1.20530 0.31570 0.054 0.449 0.589 0.010
C -2.81317 -0.28651 0.00158 1.255 0.955 -0.044 0.369
H -2.90681 -1.26295 -0.48631 -0.070 -0.789 -0.286 0.066
H -3.19894 -0.29124 1.05256 -0.426 -0.140 1.006 0.117
H -3.49208 0.49009 -0.42842 -0.568 0.589 -0.411 0.103
```
Positions in Å, forces in eV/Å.

Values from the calculation:
2S+1: 4
E_tot: -400.62003 hartree
E_LUMO (spin up / spin down): -15.87 / -21.00 eV
Orbital gap (spin up / spin down): 0.4653 / 0.2691 Ha
Net charge: +3

=====

Entry 2:
DFT (wB97M-V/def2-TZVPD) results for a structure of composition C17H22N3O7STa.

XYZ file:
```
51
Properties=species:S:1:pos:R:3:forces:R:3:mulliken_charge:R:1
Ta 0.25627 0.01335 -0.28335 -0.063 -0.176 0.178 1.569
C 1.11516 -0.39446 2.65982 -0.005 0.165 -0.091 -0.966
C 0.27823 -1.02487 3.50763 0.013 -0.046 0.002 -0.641
C -0.28280 -2.18848 2.84295 0.001 0.003 -0.012 -0.785
C 0.21175 -2.27377 1.58737 0.000 0.022 0.064 -0.841
C 1.12348 -1.11217 1.35396 0.007 -0.142 -0.107 0.395
H 1.71567 0.47936 2.86873 -0.004 0.001 0.015 0.522
H 0.08584 -0.74287 4.53238 -0.006 0.003 0.006 0.564
H -0.94543 -2.90747 3.30435 -0.007 0.003 0.012 0.553
H 0.02270 -3.06693 0.87905 0.021 -0.002 -0.004 0.511
H 2.13823 -1.38678 1.04207 -0.052 -0.106 -0.047 0.912
N -1.39963 1.24312 -1.86780 0.009 -0.087 0.086 -0.469
C -1.80862 0.55084 -3.12539 0.028 0.016 -0.036 -0.687
C -2.14551 -0.94606 -2.86982 0.016 -0.055 0.075 -0.711
C -1.16605 -1.27380 -1.80919 -0.201 0.187 -0.259 0.770
O 0.08921 -1.21805 -2.03303 0.237 0.004 0.116 -0.573
O -1.47885 -1.16665 -0.57913 -0.234 -0.212 0.057 -0.435
H -2.22564 1.40083 -1.29237 -0.009 0.011 -0.022 0.326
H -1.05880 2.17144 -2.10708 0.061 -0.016 -0.015 0.270
H -0.96531 0.60152 -3.81019 -0.011 0.041 0.004 0.339
H -2.66425 1.04301 -3.58394 0.000 -0.023 -0.019 0.437
H -1.98675 -1.51301 -3.78405 -0.010 -0.024 0.013 0.350
H -3.16049 -1.08239 -2.50487 0.003 -0.032 -0.002 0.379
O -2.04437 4.55387 2.91912 -0.069 0.228 0.071 -0.474
C -2.68893 3.43272 3.20023 -0.007 -0.192 -0.022 0.431
O -3.58998 3.36526 3.98012 -0.003 0.017 0.012 -0.504
C -2.25627 2.18207 2.48508 0.156 0.028 0.074 0.507
C -2.89001 0.95317 2.64291 -0.129 0.067 -0.075 -0.366
N -2.28898 0.07331 1.83789 0.096 0.048 0.043 -0.304
N -1.26372 0.63578 1.19562 0.100 -0.058 0.000 0.974
C -1.23014 1.91249 1.58761 -0.046 -0.017 -0.161 -0.651
C -0.14950 2.68385 0.93227 -0.083 0.028 0.178 0.795
O 0.03354 3.85572 1.03430 0.060 -0.001 -0.052 -0.634
O 0.61313 1.85256 0.17704 -0.028 0.336 -0.100 -0.382
H -1.34712 4.47788 2.24724 0.077 -0.106 0.003 0.364
H -3.73391 0.69606 3.26378 -0.006 -0.002 0.003 0.563
H -2.45678 -0.91892 1.73529 -0.005 -0.015 0.001 0.190
O 2.06231 0.11436 -1.08081 0.021 0.157 -0.016 -1.090
S 3.44470 -0.59122 -1.31979 0.175 -0.016 -0.064 0.259
C 4.59740 0.79191 -1.52236 -0.092 0.011 0.021 -0.721
C 4.60018 1.13802 -3.00598 0.003 -0.010 -0.018 -0.541
C 4.55953 -0.20211 -3.73317 0.032 0.025 -0.009 -0.691
C 3.42901 -1.00690 -3.09400 -0.030 0.014 0.011 -0.447
H 5.56180 0.40682 -1.18392 -0.009 -0.036 0.011 0.489
H 4.27009 1.57566 -0.83978 0.019 -0.005 0.017 0.389
H 5.49008 1.71319 -3.25609 -0.003 0.007 0.011 0.416
H 3.72901 1.74603 -3.25640 -0.002 -0.003 0.004 0.249
H 5.50930 -0.72654 -3.61796 -0.002 -0.004 -0.005 0.344
H 4.37533 -0.09370 -4.80100 -0.008 0.000 0.005 0.351
H 3.51342 -2.08655 -3.19559 -0.002 -0.008 0.027 0.519
H 2.44366 -0.68464 -3.43354 -0.011 -0.026 0.016 0.175
```
Positions in Å, forces in eV/Å.

Values from the calculation:
E_tot: -1806.72914 hartree
Relative energy (zero: lowest compared OMol25 entry of this formula, charge and spin): 1.849 eV
E_LUMO: -7.53 eV
Orbital gap: 0.2601 Ha
Net charge: +2